# C29H45CuF3N3O2SbSi4Te

A molecular structure, C29H45CuF3N3O2SbSi4Te (ωB97M-V with the def2-TZVPD basis set, the Open Molecules 2025 dataset).

XYZ file:
```
89
Properties=species:S:1:pos:R:3:forces:R:3
Cu 0.3740 2.0569 -0.6809 -0.179 -0.046 0.089
C -3.0478 2.6760 -1.2991 0.049 0.013 0.020
C -2.7236 2.6221 0.1637 -0.040 0.003 0.000
C -3.6821 2.9871 1.1171 -0.001 -0.014 0.006
C -3.4627 2.8607 2.4687 -0.009 0.015 -0.029
C -2.1590 2.3619 2.9211 0.030 -0.004 -0.045
C -1.0530 2.3325 1.8514 -0.114 -0.002 -0.028
N -1.4864 2.1838 0.5087 0.126 0.028 0.067
Sb 0.2961 4.0884 1.9582 0.013 -0.047 0.059
C -0.1118 4.8054 -0.0595 0.013 0.031 -0.003
C -0.5767 6.1090 -0.1795 0.006 -0.005 -0.015
C -0.8239 6.6313 -1.4399 0.008 -0.009 0.038
C -0.5831 5.8428 -2.5495 -0.006 0.013 -0.026
C -0.1205 4.5459 -2.3706 0.011 -0.036 -0.013
C 0.1286 3.6195 -3.5219 -0.014 0.002 0.020
N 0.0960 4.0455 -1.1487 0.051 0.111 -0.039
C 2.1293 3.0806 1.4228 -0.005 -0.040 -0.036
C 3.2700 3.2891 2.1847 -0.037 0.011 0.014
C 4.4288 2.6013 1.8647 0.016 -0.001 0.002
C 4.4230 1.7476 0.7774 0.007 -0.004 -0.019
C 3.2588 1.5977 0.0350 -0.001 0.018 -0.003
C 3.1972 0.7274 -1.1817 -0.023 0.019 0.024
N 2.1333 2.2422 0.3729 0.026 -0.019 0.021
H -4.1041 2.8942 -1.4490 -0.010 0.001 -0.009
H -2.8265 1.7244 -1.7904 -0.001 0.002 0.001
H -2.4635 3.4487 -1.8080 -0.008 -0.013 0.002
H -4.6313 3.3632 0.7543 -0.001 0.004 0.002
H -4.2158 3.1341 3.1941 0.000 -0.010 0.010
H -1.8380 2.8391 3.8503 -0.004 -0.001 0.015
H -0.7437 6.7050 0.7085 -0.001 -0.003 0.003
H -1.1962 7.6414 -1.5535 0.000 0.002 -0.003
H -0.7589 6.2168 -3.5491 0.006 -0.003 -0.002
H 0.0054 4.1246 -4.4780 0.006 -0.002 -0.006
H -0.5679 2.7784 -3.4759 0.001 0.004 0.003
H 1.1382 3.2101 -3.4611 0.007 0.002 -0.009
H 3.2412 3.9686 3.0263 -0.003 -0.001 -0.002
H 5.3268 2.7314 2.4551 0.000 -0.002 0.001
H 5.3091 1.1955 0.4953 0.001 -0.001 0.001
H 4.1243 0.1759 -1.3254 0.011 -0.006 -0.002
H 3.0129 1.3405 -2.0672 -0.005 -0.003 -0.003
H 2.3696 0.0216 -1.0908 0.004 0.019 -0.009
C 3.0072 -1.8511 1.0700 -0.004 0.034 -0.019
Si 1.5945 -3.0793 1.1465 -0.003 0.039 0.059
C 0.9595 -3.2152 2.9026 -0.010 0.007 -0.001
C 2.2341 -4.7616 0.5990 0.007 -0.031 -0.030
Si -0.1869 -2.5435 -0.2715 -0.023 -0.029 -0.005
Te -0.9644 -0.1282 -0.4216 0.001 -0.109 -0.034
Si 0.2495 -3.0185 -2.5183 -0.007 -0.065 -0.024
C 2.0006 -2.5111 -2.9734 0.039 0.031 0.007
C -0.9377 -2.0645 -3.6238 -0.012 -0.007 0.014
C 0.0460 -4.8593 -2.8343 -0.011 -0.009 -0.006
Si -2.1461 -3.6185 0.4345 -0.024 0.000 -0.001
C -3.4400 -3.4742 -0.9205 -0.006 0.014 -0.030
C -2.7842 -2.7859 1.9840 0.021 0.063 0.019
C -1.8237 -5.4419 0.7659 0.045 -0.014 0.008
H 3.7692 -2.1137 1.8090 0.002 -0.004 0.002
H 2.6566 -0.8413 1.2901 0.005 -0.023 0.005
H 3.4759 -1.8541 0.0835 0.004 0.006 0.010
H 1.7775 -3.4334 3.5945 0.010 -0.002 -0.010
H 0.2252 -4.0192 2.9893 -0.009 0.003 0.008
H 0.4836 -2.2860 3.2171 0.002 -0.026 -0.007
H 3.0209 -5.1040 1.2768 0.001 -0.008 -0.007
H 2.6531 -4.7244 -0.4100 -0.006 -0.005 0.016
H 1.4383 -5.5100 0.6049 0.001 -0.007 -0.003
H 2.1176 -1.4279 -2.8917 0.018 -0.010 -0.003
H 2.2314 -2.7958 -4.0033 -0.004 -0.003 -0.005
H 2.7402 -2.9808 -2.3202 -0.010 0.010 -0.012
H -0.7937 -0.9853 -3.5152 -0.006 0.000 -0.008
H -1.9796 -2.2900 -3.3878 0.007 0.004 0.004
H -0.7670 -2.3180 -4.6737 0.002 0.013 -0.005
H 0.7083 -5.4469 -2.1945 -0.004 0.003 0.001
H 0.2787 -5.1020 -3.8747 0.000 -0.001 0.000
H -0.9796 -5.1791 -2.6368 0.003 -0.009 0.003
H -3.6225 -2.4260 -1.1685 -0.005 -0.001 -0.008
H -4.3868 -3.9094 -0.5902 0.000 0.000 0.002
H -3.1324 -3.9930 -1.8315 -0.004 0.003 -0.001
H -2.9584 -1.7187 1.8217 0.003 -0.033 0.007
H -2.0681 -2.8696 2.8033 -0.003 -0.004 0.014
H -3.7251 -3.2404 2.3052 -0.007 -0.011 -0.007
H -1.4468 -5.9457 -0.1270 0.005 -0.009 -0.003
H -2.7424 -5.9477 1.0743 -0.008 0.011 0.000
H -1.0875 -5.5760 1.5618 -0.003 -0.011 -0.001
F 0.1305 -0.1936 4.3532 -0.037 -0.061 0.089
C 0.3589 0.8085 3.5053 -0.013 -0.005 -0.102
F 1.5786 0.6112 2.9782 0.035 0.103 0.001
F 0.4306 1.9436 4.2435 0.038 0.003 -0.037
C -0.7425 0.8976 2.4283 -0.008 0.135 0.077
O -2.0052 0.8984 3.0949 0.003 -0.001 -0.005
O -0.5319 -0.1427 1.6001 0.045 -0.008 -0.070
```
Positions in Å, forces in eV/Å.

Results
Energy above the lowest of the compared OMol25 structures with the same formula, charge and spin, kJ/mol: 1.3
Molecular weight, Da: 949.9
Charge: 0
⟨S²⟩: 0.767
Multiplicity: 2

# C17H36F3O5S

3 unconnected molecules or ions with the total composition C17H36F3O5S (ωB97M-V with the def2-TZVPD basis set, the Open Molecules 2025 dataset).

XYZ file:
```
62
Properties=species:S:1:pos:R:3:forces:R:3
C -3.2120 2.0104 0.0641 -0.147 -0.314 -0.194
C -2.2404 1.9831 -1.2497 -0.323 -0.454 1.314
C -0.8015 2.5506 -0.7862 0.129 -0.017 -0.573
C 0.4236 2.0451 -1.7008 -1.945 1.046 -1.791
O 1.6693 1.8285 -0.9845 -0.816 -1.502 1.040
S 1.7495 0.3751 -0.1692 0.640 0.343 0.114
C 0.1664 -0.5662 -0.1108 -2.003 -1.401 1.066
C 0.4581 -2.1757 -0.1558 0.187 0.216 -0.995
C -0.8642 -3.0247 -0.4787 -1.479 -1.778 -0.551
F -0.8195 -3.6287 -1.7845 0.042 1.768 3.181
F -1.0259 -4.1228 0.4252 0.534 2.931 -2.077
F -2.0684 -2.2787 -0.4327 2.731 -1.403 -0.035
C 2.0747 0.8996 1.6162 0.038 0.909 0.268
C 2.5980 -0.2970 2.5366 4.427 -0.744 2.757
O 3.7624 -0.2059 3.0161 -5.058 -0.131 -2.555
O 1.8534 -1.4485 2.9155 -0.496 3.324 -1.448
H -3.9854 2.8403 -0.0564 1.048 -1.167 0.404
H -2.6104 2.1563 1.0354 -0.951 -0.063 -1.541
H -3.7611 0.9998 0.2001 0.810 1.734 -0.393
H -2.2163 0.8855 -1.5848 0.328 1.565 0.291
H -2.7137 2.5822 -2.1052 0.939 -0.799 1.300
H -0.8557 3.6946 -0.8776 0.234 -1.698 0.401
H -0.5739 2.2949 0.3179 -0.504 0.293 -1.702
H 0.6262 2.8911 -2.4651 0.181 -1.552 1.322
H 0.1676 1.1130 -2.3346 0.409 1.421 1.096
H -0.3774 -0.3293 0.8732 0.712 -0.039 -1.476
H -0.5739 -0.3751 -0.9559 1.361 0.303 0.984
H 1.1600 -2.3382 -1.0631 -0.980 -0.059 1.691
H 0.8851 -2.5808 0.8201 -0.440 0.600 -1.471
H 2.9561 1.6463 1.5274 -1.319 -1.481 0.040
H 1.2083 1.5081 2.0595 0.925 -1.210 -0.683
H 0.9026 -1.1645 2.8831 0.771 -0.677 0.117
C -4.6809 0.7948 4.3420 0.098 0.163 0.008
C -3.7944 -0.2513 3.6879 -0.299 0.002 0.118
O -2.4965 0.2314 3.3545 0.413 0.035 -0.373
C -1.7010 0.7048 4.4352 -0.208 -0.115 0.178
C -1.4265 -0.3495 5.4940 -0.011 -0.060 0.001
H -4.7877 1.6675 3.6897 -0.033 -0.125 0.044
H -5.6727 0.3817 4.5423 0.108 0.024 -0.053
H -4.2681 1.1449 5.2895 -0.074 -0.074 0.035
H -4.2584 -0.5686 2.7507 0.251 0.050 -0.029
H -3.7164 -1.1468 4.3114 0.013 0.037 0.053
H -2.1564 1.5971 4.8761 0.018 -0.038 0.046
H -0.7476 1.0278 4.0026 -0.106 0.009 -0.161
H -2.3444 -0.7036 5.9659 0.064 0.083 0.025
H -0.7824 0.0574 6.2770 -0.037 -0.033 -0.070
H -0.9314 -1.2182 5.0497 -0.009 0.037 0.059
C 3.9286 0.8695 -4.8419 -0.139 0.006 -0.060
C 4.0296 -0.1806 -3.7486 0.127 0.123 -0.156
O 2.7930 -0.8268 -3.4647 -0.291 0.081 0.481
C 2.1859 -1.5338 -4.5426 0.024 -0.136 -0.195
C 3.0515 -2.6510 -5.0984 0.137 -0.014 0.067
H 3.1883 1.6306 -4.5741 0.115 -0.043 -0.005
H 4.8953 1.3565 -4.9925 -0.097 -0.044 0.050
H 3.6210 0.4373 -5.7954 0.103 0.005 0.003
H 4.3465 0.3061 -2.8222 -0.164 -0.141 0.048
H 4.7982 -0.9221 -3.9850 -0.028 0.003 -0.059
H 1.8886 -0.8355 -5.3315 0.068 -0.013 -0.027
H 1.2604 -1.9664 -4.1498 0.107 0.136 0.136
H 3.9889 -2.2750 -5.5122 -0.090 -0.006 -0.077
H 2.5224 -3.1809 -5.8936 0.019 0.051 0.079
H 3.3053 -3.3656 -4.3104 -0.063 0.036 -0.073
```
Positions in Å, forces in eV/Å.

Results
Molecular weight, Da: 409.5
E, eV: -47426.8523
Charge: +1

# C12H19AsClO5S2Ti

A molecular structure, C12H19AsClO5S2Ti (ωB97M-V with the def2-TZVPD basis set, the Open Molecules 2025 dataset).

XYZ file:
```
41
Properties=species:S:1:pos:R:3:forces:R:3
Ti 0.0000 0.0000 0.0000 -0.503 -2.455 0.443
C 1.0385 4.0161 2.8991 0.437 0.266 -0.067
As 1.0506 2.6624 1.4725 0.723 1.419 -0.415
C 2.7649 1.7021 1.3905 0.433 0.621 -0.130
C 0.4848 3.4193 -0.2521 0.702 1.409 0.429
S -0.3722 1.2795 2.0003 -1.272 -1.361 0.729
H 1.7914 4.7979 2.6705 -0.445 -0.428 0.164
H 1.2867 3.5350 3.8674 -0.165 0.178 -0.675
H 0.0320 4.4782 2.9615 0.583 -0.430 -0.185
H 3.5719 2.4130 1.1188 -0.401 -0.431 0.137
H 2.7038 0.9014 0.6253 -0.074 0.440 0.457
H 2.9847 1.2532 2.3808 -0.340 0.292 -0.599
H 1.2186 4.1855 -0.5758 -0.432 -0.281 0.258
H -0.5145 3.8877 -0.1400 0.584 -0.282 0.244
H 0.4333 2.6122 -1.0113 0.208 1.562 1.272
C 1.7846 5.9209 -5.8734 -0.050 0.164 -0.157
C 1.2704 4.7182 -5.1407 -0.175 -0.312 0.155
C 0.0764 4.0940 -5.5316 0.311 -0.355 0.508
C -0.3920 2.9726 -4.8440 0.231 -0.041 0.149
C 0.3415 2.4691 -3.7673 0.017 0.247 0.837
C 1.5268 3.0843 -3.3600 -0.179 0.154 -0.502
C 1.9908 4.2055 -4.0506 -0.439 -0.346 -0.051
S -0.2855 1.0324 -2.8571 -1.520 0.258 -7.972
O 0.2783 -0.0754 -3.6226 -0.402 0.417 1.889
O -1.7348 1.1923 -2.9520 1.457 -0.471 0.922
O 0.2685 1.2199 -1.5181 0.725 -1.884 1.675
H 1.1052 6.2228 -6.6774 0.117 -0.076 0.148
H 2.7590 5.7010 -6.3212 -0.074 0.152 0.086
H 1.8863 6.7670 -5.1862 0.116 -0.063 -0.144
H -0.5004 4.4739 -6.3701 0.148 0.028 0.095
H -1.3188 2.4854 -5.1362 0.148 0.107 0.094
H 2.0770 2.6848 -2.5120 0.018 0.083 -0.208
H 2.9163 4.6763 -3.7303 -0.092 0.026 -0.121
Cl -3.8739 1.2720 0.8162 0.068 -0.032 0.106
C -2.8809 0.8035 -0.5903 -0.393 0.189 -0.071
C -2.6991 -0.7139 -0.6538 -5.752 -0.322 -2.336
O -3.6974 -1.3711 -1.0700 3.553 1.436 1.595
O -1.5440 -1.1310 -0.3429 2.571 -0.436 0.647
H -1.9165 1.3121 -0.5000 -0.340 0.268 0.109
H -3.3793 1.1630 -1.4952 0.156 -0.206 0.468
H 1.4303 -1.0060 0.2042 -0.259 0.498 0.017
```
Positions in Å, forces in eV/Å.

Results
Molecular weight, Da: 465.7
E, eV: -141135.9605
Charge: 0
⟨S²⟩: 0.755
Multiplicity: 2